ORCA calculation (the ωB97M-V functional and the def2-TZVPD basis) on a structure of composition C36H48ClGeMoN4O at a distorted geometry.

The max |F| is 3.10 eV/A. The value obtained for the energy above the lowest of the compared OMol25 structures with the same formula, charge and spin is 43.6 kcal/mol. As for the spin multiplicity: 3. The calculation puts the LUMO energy (alpha / beta) at -3.945 / -4.040 eV. For the HOMO-LUMO gap (alpha / beta), the calculation gives 6.17 / 6.70 eV. The expectation value of S² is 2.03. The HOMO energy (alpha / beta) comes out at -10.1 / -10.7 eV. Its net charge is +1.

Each line ends with the Löwdin spin population.
Atoms and positions in Å:
Mo (-1.2614, 1.6184, -0.7452)  1.648
C (2.5412, 5.7379, 1.2251)  0.000
N (1.1437, 5.5424, 1.3528)  0.000
C (0.6564, 5.9465, 2.6874)  0.000
C (0.5670, 4.2650, 0.8294)  0.000
C (0.5092, 4.1682, -0.6642)  0.008
N (0.4772, 2.7529, -1.2053)  0.035
C (1.7836, 2.1308, -0.8310)  0.009
C (0.5485, 2.8571, -2.6722)  0.011
H (2.7079, 6.8175, 1.1352)  0.000
H (2.7981, 5.1950, 0.3146)  0.000
H (3.1042, 5.4471, 2.1600)  0.000
H (1.1547, 5.3704, 3.5153)  0.000
H (-0.4585, 5.8098, 2.7342)  0.000
H (0.8994, 6.9890, 2.8844)  0.000
H (-0.4800, 4.3831, 1.1245)  0.000
H (0.9268, 3.3685, 1.3536)  -0.001
H (1.3541, 4.6639, -1.1911)  0.001
H (-0.3864, 4.6816, -0.9995)  0.001
H (2.6337, 2.7799, -1.1077)  0.002
H (1.8714, 1.1956, -1.4346)  0.001
H (1.8409, 1.8804, 0.2544)  0.000
H (1.4291, 3.4850, -2.8856)  0.002
H (-0.3417, 3.3720, -3.0566)  0.001
H (0.6849, 1.8454, -3.1264)  0.001
C (-0.1014, -4.0147, -5.9885)  0.000
C (1.0990, -3.0337, -5.7772)  0.001
N (1.7195, -2.9278, -4.4429)  -0.001
C (2.9859, -3.6864, -4.3610)  0.000
C (2.9548, -4.7468, -3.2899)  0.000
C (1.5734, -1.9003, -3.5574)  -0.001
O (2.4856, -1.5360, -2.7946)  0.000
C (0.2080, -1.1935, -3.4172)  0.003
C (-0.5944, -0.6561, -4.4452)  0.051
C (-1.9630, -0.4643, -4.0868)  0.004
C (-2.2314, -0.0943, -2.7862)  0.050
N (-1.2266, -0.0637, -1.8364)  0.033
C (-0.0646, -0.6713, -2.1706)  0.047
H (-0.5421, -4.1107, -4.9790)  0.000
H (0.2798, -5.0306, -6.2189)  0.000
H (-0.7631, -3.6482, -6.8182)  0.000
H (0.7259, -2.0367, -5.9937)  0.000
H (1.8128, -3.2286, -6.5812)  0.000
H (3.7221, -2.8645, -4.2287)  0.000
H (3.0826, -4.1615, -5.3628)  0.000
H (3.3654, -4.3904, -2.3414)  0.000
H (3.5879, -5.6343, -3.4775)  0.000
H (1.9530, -5.0654, -3.0448)  0.000
H (-0.3138, -0.6365, -5.5095)  0.002
H (-2.7897, -0.3127, -4.8219)  0.001
H (-3.2773, 0.0668, -2.4572)  0.006
H (0.6567, -0.8570, -1.4223)  0.002
C (-1.3835, 1.1005, 1.0516)  -0.026
Ge (-1.0823, -0.4639, 2.2242)  0.012
C (0.1823, -1.8561, 1.7556)  0.004
C (1.5848, -1.6212, 1.7898)  0.001
C (2.5029, -2.6910, 1.5559)  0.000
C (2.0556, -3.9862, 1.2106)  0.001
C (0.6704, -4.1421, 1.0856)  0.000
C (-0.2461, -3.1289, 1.4232)  0.002
C (-2.8092, -1.3876, 2.6611)  0.000
C (-3.8188, -1.8187, 1.7527)  0.001
C (-4.9546, -2.5247, 2.1523)  0.000
C (-5.1206, -2.7828, 3.5298)  0.000
C (-4.2252, -2.3106, 4.4187)  0.000
C (-3.1172, -1.5764, 4.0126)  0.000
C (-0.2425, 0.2326, 3.9406)  0.001
C (-0.0380, 1.6198, 4.3148)  0.001
C (0.5302, 2.0104, 5.5398)  0.000
C (0.7897, 1.0630, 6.4934)  0.000
C (0.6678, -0.2452, 6.1601)  0.000
C (0.2083, -0.6604, 4.9006)  0.001
H (-1.6193, 1.7993, 1.8714)  0.013
H (1.9954, -0.6359, 2.1264)  0.000
H (3.5260, -2.4634, 1.5662)  0.000
H (2.7143, -4.7669, 0.9872)  0.000
H (0.1973, -5.0573, 0.7044)  0.000
H (-1.3162, -3.3057, 1.3047)  0.000
H (-3.6157, -1.6231, 0.6491)  0.001
H (-5.6753, -2.8745, 1.4383)  0.000
H (-5.8319, -3.5043, 3.8252)  0.000
H (-4.3209, -2.3804, 5.5234)  0.000
H (-2.5125, -1.2696, 4.8366)  0.000
H (-0.3149, 2.3980, 3.6236)  0.000
H (0.5778, 3.1067, 5.7117)  0.000
H (1.0495, 1.3070, 7.5289)  0.000
H (0.9619, -0.9883, 6.8537)  0.000
H (0.2517, -1.7857, 4.6803)  0.000
Cl (-2.9685, 4.0086, -2.1725)  0.022
C (-3.0729, 2.6390, -1.0135)  0.026
H (-3.9728, 2.0973, -1.4444)  0.020
H (-3.2561, 3.0646, -0.0145)  0.003

ORCA calculation (the ωB97M-V functional and the def2-TZVPD basis) on a structure of composition C36H48IN5O4V at a distorted geometry.

The max |F| is 5.36 eV/A. The calculation puts the LUMO energy (alpha / beta) at -2.145 / -2.110 eV. For the HOMO-LUMO gap (alpha / beta), the calculation gives 8.11 / 8.09 eV. The HOMO energy (alpha / beta) comes out at -10.3 / -10.2 eV. Its net charge is +1.

Each line ends with the Mulliken charge.
Atoms and positions in Å:
V (-0.2688, -0.2614, -0.0192)  1.174
C (2.8924, 5.7684, 0.5234)  -1.551
C (2.2489, 4.4315, 0.3707)  1.041
C (1.1792, 4.2365, -0.4969)  -1.569
C (0.6075, 2.9828, -0.6073)  -0.347
N (1.0332, 1.9229, 0.0763)  0.292
C (2.0395, 2.1063, 0.9242)  -0.281
C (2.6678, 3.3247, 1.1066)  -1.350
H (2.6333, 6.4321, -0.2984)  0.378
H (3.9746, 5.6777, 0.5727)  0.393
H (2.5597, 6.2269, 1.4545)  0.303
H (0.7905, 5.0519, -1.0868)  0.461
H (-0.2278, 2.8260, -1.2782)  0.685
H (2.3558, 1.2358, 1.4883)  0.472
H (3.4871, 3.4119, 1.8028)  0.476
C (-2.2816, -3.4523, 1.6500)  -1.251
O (-1.3748, -2.4101, 1.2761)  1.288
C (-1.4584, -1.7723, 0.1500)  0.212
C (-2.5146, -2.1397, -0.8421)  -1.021
H (-2.2664, -4.2612, 0.9187)  0.297
H (-3.2945, -3.0546, 1.7662)  0.366
H (-1.9403, -3.8321, 2.6100)  0.222
H (-2.9342, -1.2401, -1.2919)  0.053
H (-3.3275, -2.7462, -0.4422)  0.773
H (-2.0415, -2.7078, -1.6471)  0.121
C (-1.4334, -0.7693, 4.8747)  -1.489
C (-0.6278, 0.3670, 4.2351)  1.337
C (0.8754, 0.1617, 4.4828)  -1.268
C (-1.0854, 1.7290, 4.7744)  -1.705
C (-0.8046, 0.3327, 2.8062)  0.069
N (-0.9204, 0.3180, 1.6629)  0.101
H (-1.3428, -0.7001, 5.9558)  0.464
H (-1.0547, -1.7363, 4.5535)  0.204
H (-2.4845, -0.7019, 4.6059)  0.352
H (1.0601, 0.1054, 5.5533)  0.474
H (1.4517, 0.9866, 4.0667)  0.255
H (1.2124, -0.7634, 4.0183)  0.047
H (-0.9137, 1.7625, 5.8482)  0.465
H (-2.1449, 1.8831, 4.5822)  0.336
H (-0.5260, 2.5352, 4.3040)  0.345
C (-3.8762, 0.6328, 0.9280)  -1.255
C (-3.5757, 1.9559, 0.2197)  0.470
C (-2.5186, 2.7975, 0.9377)  -1.079
C (-3.2391, 1.8037, -1.2538)  0.444
C (-4.1195, 2.4263, -2.1290)  -1.171
C (-3.9309, 2.4371, -3.4961)  -1.349
C (-2.8214, 1.8030, -4.0137)  -1.000
C (-1.9056, 1.1550, -3.1987)  0.314
C (-0.7399, 0.4954, -3.8934)  0.361
C (-0.7519, -1.0188, -3.6945)  -1.001
C (0.6025, 1.1105, -3.4997)  -1.406
C (-2.1049, 1.1313, -1.7903)  -0.264
O (-1.2447, 0.5017, -1.0073)  0.384
H (-4.2360, 0.8383, 1.9353)  0.517
H (-2.9834, 0.0191, 1.0004)  0.033
H (-4.6499, 0.0866, 0.3886)  0.326
H (-4.5039, 2.5354, 0.2551)  0.775
H (-1.5352, 2.3413, 0.8712)  -0.005
H (-2.7790, 2.9090, 1.9866)  0.457
H (-2.4805, 3.7878, 0.4887)  0.320
H (-4.9770, 2.9345, -1.7173)  0.456
H (-4.6337, 2.9405, -4.1410)  0.386
H (-2.6524, 1.8108, -5.0789)  0.495
H (-0.8672, 0.6816, -4.9651)  0.810
H (-0.5622, -1.2739, -2.6501)  -0.480
H (0.0398, -1.4487, -4.3011)  0.484
H (-1.7093, -1.4280, -4.0149)  0.496
H (0.8038, 0.9676, -2.4382)  -0.120
H (0.6158, 2.1756, -3.7304)  0.339
H (1.3901, 0.6130, -4.0604)  0.577
I (1.2396, -3.6907, 2.9467)  0.073
C (1.5901, -4.3371, 0.9759)  0.086
C (2.5996, -5.2558, 0.7485)  -0.788
C (2.7672, -5.6996, -0.5539)  -0.348
C (1.9607, -5.1780, -1.5547)  -0.953
C (1.0030, -4.2403, -1.2031)  -0.034
N (0.8054, -3.8485, 0.0480)  0.237
H (3.2143, -5.6264, 1.5560)  0.439
H (3.5079, -6.4547, -0.7686)  0.431
H (2.0548, -5.5008, -2.5776)  0.508
H (0.3555, -3.7899, -1.9423)  0.336
C (4.7728, -1.2755, -2.7429)  -1.070
N (3.8098, -1.2685, -1.6661)  0.243
C (4.2069, -1.2771, -0.3820)  -0.096
C (3.3068, -1.2300, 0.6253)  -1.498
C (1.9257, -1.1130, 0.2608)  0.333
O (1.0093, -0.9697, 1.1115)  0.572
N (1.5443, -1.1265, -1.0166)  0.459
C (2.4353, -1.2788, -2.0200)  -0.284
O (2.1511, -1.4279, -3.1891)  -0.663
H (5.6927, -0.8023, -2.4065)  0.426
H (4.3494, -0.7247, -3.5814)  0.305
H (4.9845, -2.2943, -3.0714)  0.294
H (5.2735, -1.3261, -0.2068)  0.509
H (3.5829, -1.2521, 1.6674)  0.543